{
  "formula": "C18H51BrO2PSi4",
  "method": "ωB97M-V with the def2-TZVPD basis set",
  "charge": 1,
  "lumo_energy_ev": -2.6828,
  "orbital_gap_ha": 0.326,
  "e_tot_ha": -4940.32836,
  "elements": ["C", "C", "C", "P", "C", "C", "C", "Br", "H", "H", "H", "H", "H", "H", "H", "H", "H", "H", "H", "H", "H", "H", "H", "O", "Si", "C", "C", "C", "Si", "C", "C", "C", "H", "H", "H", "H", "H", "H", "H", "H", "H", "H", "H", "H", "H", "H", "H", "H", "H", "H", "O", "Si", "C", "C", "C", "Si", "C", "C", "C", "H", "H", "H", "H", "H", "H", "H", "H", "H", "H", "H", "H", "H", "H", "H", "H", "H", "H"],
  "coordinates": [[6.41087, 0.18540, 1.56997], [6.66183, 0.00753, 0.07325], [5.61258, 0.68960, -0.81632], [4.06784, -0.21877, -0.94470], [2.91625, -0.00103, 0.42120], [1.46187, -0.18983, -0.02203], [0.45914, 0.47571, 0.91799], [1.14117, -2.09804, -0.24688], [5.34794, 0.13385, 1.81978], [6.77590, 1.15220, 1.91623], [6.91491, -0.58356, 2.15190], [6.73267, -1.05359, -0.17675], [7.62529, 0.44039, -0.19649], [5.96868, 0.80958, -1.84255], [5.36085, 1.68727, -0.44270], [4.36991, -1.57242, -1.08805], [3.40259, 0.14124, -2.11697], [3.18778, -0.72990, 1.18793], [3.07352, 0.99887, 0.83240], [1.33258, 0.19878, -1.02998], [0.96803, 1.20287, 1.55122], [-0.03913, -0.24656, 1.56127], [-0.29725, 1.00412, 0.33979], [0.01869, 4.15430, -2.41691], [1.63426, 4.37442, -2.30570], [2.06623, 6.14601, -1.94123], [2.48847, 3.79484, -3.86240], [2.20472, 3.28730, -0.88480], [-1.29067, 4.65795, -3.30661], [-2.78553, 3.77980, -2.63680], [-1.02506, 4.20691, -5.09739], [-1.48561, 6.50261, -3.13139], [1.83906, 6.79103, -2.79231], [3.13185, 6.25131, -1.72361], [1.50845, 6.52079, -1.08102], [2.17426, 2.78540, -4.13940], [3.57435, 3.79503, -3.73324], [2.26191, 4.44967, -4.70581], [1.95002, 2.24429, -1.08505], [1.73488, 3.57592, 0.05723], [3.29056, 3.37339, -0.76554], [-2.69533, 2.69549, -2.72611], [-3.66959, 4.08790, -3.20030], [-2.95953, 4.02013, -1.58640], [-0.20882, 4.77715, -5.54622], [-1.92839, 4.41780, -5.67422], [-0.79801, 3.14483, -5.21273], [-0.66295, 7.04739, -3.59952], [-1.53282, 6.80052, -2.08199], [-2.41104, 6.82828, -3.61189], [-3.68244, -4.07693, 3.05923], [-5.06300, -4.98812, 3.04836], [-4.76181, -6.59173, 3.95336], [-5.56179, -5.34144, 1.28413], [-6.39096, -4.00804, 3.90356], [-2.12280, -4.12373, 2.56142], [-1.31555, -2.51976, 3.08109], [-2.03764, -4.26098, 0.69864], [-1.22102, -5.55703, 3.34445], [-4.05876, -7.23528, 3.42023], [-5.69819, -7.14422, 4.06127], [-4.36254, -6.41313, 4.95383], [-5.63617, -4.42105, 0.70114], [-6.53782, -5.83173, 1.26045], [-4.84930, -6.00107, 0.78401], [-6.58768, -3.06327, 3.39377], [-6.12406, -3.78423, 4.93782], [-7.31977, -4.58397, 3.91358], [-1.82005, -1.66068, 2.63253], [-0.26963, -2.51760, 2.75898], [-1.33644, -2.39191, 4.16475], [-2.40530, -5.22477, 0.34157], [-1.00308, -4.15265, 0.36435], [-2.63151, -3.47776, 0.22236], [-1.59743, -6.51525, 2.98065], [-1.33224, -5.54566, 4.43051], [-0.15313, -5.51220, 3.11579]],
  "forces_ev_per_angstrom": [[-0.06, 0.07, 0.01], [0.08, -0.04, 0.04], [0.04, 0.15, 0.01], [-0.02, -0.13, 0.06], [-0.02, -0.08, 0.16], [0.00, 0.17, -0.07], [0.00, -0.07, 0.05], [0.02, -0.10, -0.09], [0.02, -0.06, 0.02], [-0.06, 0.02, -0.02], [0.05, 0.01, -0.03], [-0.05, 0.01, -0.07], [0.02, -0.05, 0.05], [0.02, -0.03, 0.01], [0.03, 0.00, -0.05], [-0.04, -0.03, -0.07], [0.01, 0.03, -0.04], [-0.04, 0.07, 0.09], [-0.01, 0.05, -0.12], [-0.01, 0.06, 0.03], [-0.06, 0.04, 0.00], [0.05, -0.01, 0.03], [-0.04, -0.06, 0.03], [0.00, -0.01, -0.03], [0.04, 0.01, 0.03], [0.00, 0.00, -0.01], [0.01, 0.00, 0.02], [0.17, 0.00, 0.04], [-0.11, 0.02, -0.03], [-0.01, 0.00, 0.00], [0.02, -0.01, 0.02], [0.02, -0.01, 0.01], [0.00, 0.01, 0.01], [0.00, 0.01, -0.01], [0.00, 0.00, 0.00], [0.00, 0.00, 0.00], [0.00, 0.01, -0.02], [0.00, -0.01, -0.01], [-0.03, 0.00, -0.05], [-0.01, 0.00, 0.00], [-0.01, -0.01, 0.03], [0.01, 0.00, -0.01], [-0.02, -0.03, 0.03], [0.01, 0.02, 0.00], [0.00, 0.00, 0.00], [0.01, 0.00, -0.02], [-0.01, 0.00, 0.00], [0.00, 0.00, 0.00], [-0.01, 0.00, 0.00], [0.01, 0.02, 0.00], [0.00, -0.04, -0.03], [-0.09, -0.01, 0.03], [0.01, 0.01, -0.01], [0.02, 0.00, 0.00], [-0.02, -0.01, 0.00], [0.08, 0.06, 0.00], [0.04, 0.00, -0.01], [-0.02, -0.01, 0.03], [-0.01, 0.00, -0.01], [0.00, 0.00, 0.00], [0.01, -0.01, 0.00], [-0.01, 0.00, 0.00], [-0.01, 0.00, 0.00], [0.00, -0.01, -0.02], [0.00, 0.00, 0.00], [0.01, 0.00, -0.01], [0.01, -0.01, 0.00], [-0.02, 0.04, 0.02], [-0.02, -0.01, -0.01], [0.00, 0.03, 0.02], [-0.01, -0.01, 0.00], [0.00, 0.00, 0.00], [-0.01, -0.03, -0.03], [0.02, 0.00, -0.01], [0.00, 0.00, 0.00], [0.01, 0.01, 0.00], [0.00, -0.01, 0.00]],
  "lowdin_charge": [-0.0883, -0.2862, -0.3418, 1.0666, -0.4213, -0.8126, -0.1006, 0.7615, 0.0540, 0.0867, 0.0844, 0.1035, 0.1163, 0.1006, 0.0971, 0.0456, 0.0497, 0.0922, 0.0917, 0.0487, 0.0824, 0.0507, 0.0918, -0.2761, 0.3331, -0.1529, -0.1587, -0.1521, 0.3521, -0.1617, -0.1597, -0.1577, 0.0345, 0.0366, 0.0417, 0.0318, 0.0307, 0.0331, -0.0031, 0.0460, 0.0280, 0.0323, 0.0380, 0.0349, 0.0290, 0.0384, 0.0353, 0.0295, 0.0386, 0.0389, -0.2716, 0.3474, -0.1603, -0.1614, -0.1621, 0.3326, -0.1681, -0.1628, -0.1577, 0.0269, 0.0361, 0.0371, 0.0355, 0.0358, 0.0265, 0.0339, 0.0348, 0.0357, 0.0291, 0.0084, 0.0368, 0.0303, -0.0153, 0.0391, 0.0294, 0.0386, 0.0317]
}